(1)
# C2H8N2O

A 2-piece molecular cluster, C2H8N2O overall in a non-equilibrium geometry (ωB97M-V/def2-TZVPD, the OMol25 dataset).

ΔE to the lowest compared entry with this formula, charge and spin (kJ/mol): 226.30
LUMO (eV): 0.670
E_tot (eV): -7229.9824
Gap between HOMO and LUMO (eV): 10.33

Cartesian coordinates (Å):
O (1.963, -0.392, -0.170)
C (2.152, 0.784, -0.049)
H (2.278, 1.296, 0.921)
H (2.130, 1.482, -0.906)
N (-0.983, -1.514, -0.119)
C (-0.930, -0.107, -0.441)
N (-1.208, 0.765, 0.716)
H (-0.704, -2.020, -0.965)
H (-0.163, -1.810, 0.416)
H (-1.665, 0.166, -1.184)
H (-0.023, 0.327, -0.820)
H (-0.700, 0.350, 1.502)
H (-2.147, 0.671, 1.099)



(2)
# C2H8N2O

A 2-piece molecular cluster, C2H8N2O overall in a non-equilibrium geometry (ωB97M-V/def2-TZVPD, the OMol25 dataset).

ΔE to the lowest compared entry with this formula, charge and spin (kJ/mol): 210.34
LUMO (eV): 0.928
E_tot (eV): -7230.1477
Gap between HOMO and LUMO (eV): 9.80

Cartesian coordinates (Å):
C (0.998, -0.828, -0.001)
N (-0.955, 0.238, -1.788)
C (-0.830, -1.133, -1.446)
N (0.168, -1.720, -0.907)
H (2.021, -0.984, -0.392)
H (0.901, -1.164, 1.020)
H (0.864, 0.202, -0.321)
H (-0.016, 0.531, -1.990)
H (-1.642, 0.329, -2.514)
H (-1.480, -1.812, -2.010)
H (-0.357, 2.683, 3.761)
H (1.141, 2.931, 3.672)
O (0.436, 2.425, 3.276)



(3)
# C2H8N2O

A 2-piece molecular cluster, C2H8N2O overall in a non-equilibrium geometry (ωB97M-V/def2-TZVPD, the OMol25 dataset).

ΔE to the lowest compared entry with this formula, charge and spin (kJ/mol): 324.72
LUMO (eV): 0.850
E_tot (eV): -7228.9623
Gap between HOMO and LUMO (eV): 9.23

Cartesian coordinates (Å):
C (0.329, -0.514, 0.787)
C (1.015, 0.594, 0.310)
N (0.508, 1.327, -0.821)
N (0.422, -1.167, 2.051)
H (-0.408, -0.901, 0.120)
H (1.920, 1.038, 0.792)
H (0.873, 0.812, -1.682)
H (0.259, 2.262, -0.350)
H (0.189, -0.731, 2.935)
H (-0.162, -1.988, 2.006)
H (-2.011, -0.726, -1.319)
H (-0.953, 0.193, -1.534)
O (-1.784, -0.195, -2.020)



(4)
# C2H8N2O

A 2-piece molecular cluster, C2H8N2O overall in a non-equilibrium geometry (ωB97M-V/def2-TZVPD, the OMol25 dataset).

ΔE to the lowest compared entry with this formula, charge and spin (kJ/mol): 624.18
LUMO (alpha / beta) (eV): -0.470 / 0.328
E_tot (eV): -7225.8586
Gap between HOMO and LUMO (alpha / beta) (eV): 7.44 / 9.45

Cartesian coordinates (Å):
C (0.476, -0.070, 0.649)
C (1.667, 0.121, -0.271)
N (-0.586, 0.817, 0.623)
N (-1.656, -1.127, -0.223)
O (-0.520, 1.608, -0.481)
H (-1.323, 2.147, -0.423)
H (-2.094, -1.283, 0.690)
H (-2.360, -1.329, -0.946)
H (0.718, -0.297, 1.690)
H (-0.223, -1.058, 0.223)
H (2.442, -0.601, -0.012)
H (2.085, 1.128, -0.212)
H (1.373, -0.054, -1.307)



(5)
# C2H8N2O2

A 2-piece molecular cluster, C2H8N2O2 overall in a non-equilibrium geometry (ωB97M-V/def2-TZVPD, the OMol25 dataset).

ΔE to the lowest compared entry with this formula, charge and spin (kJ/mol): 100.07
LUMO (eV): 0.473
E_tot (eV): -9278.8734
Gap between HOMO and LUMO (eV): 9.43

Cartesian coordinates (Å):
O (0.410, -2.229, -1.188)
C (0.125, -1.103, -0.828)
N (-0.962, -0.797, -0.065)
N (0.156, 1.266, -1.668)
C (1.020, 0.135, -1.134)
H (-1.023, 0.193, 0.189)
H (-1.746, -1.424, 0.129)
H (-0.187, 1.153, -2.628)
H (-0.652, 1.564, -1.110)
H (1.828, -0.136, -1.840)
H (1.495, 0.540, -0.219)
O (0.146, 0.105, 3.255)
H (0.181, 0.924, 3.798)
H (-0.791, -0.190, 3.309)



(6)
# C2H8N2O2

One molecule with the formula C2H8N2O2 in a non-equilibrium geometry (ωB97M-V/def2-TZVPD, the OMol25 dataset).

ΔE to the lowest compared entry with this formula, charge and spin (kJ/mol): 412.67
LUMO (eV): 0.968
E_tot (eV): -9275.6336
Gap between HOMO and LUMO (eV): 9.21

Cartesian coordinates (Å):
C (0.599, -0.754, -0.640)
C (-1.080, -0.852, 1.048)
N (0.746, 0.695, -0.910)
N (0.867, 1.443, 0.300)
O (-0.741, -1.139, -0.304)
O (-0.450, 1.124, -1.619)
H (-1.105, 0.446, -1.354)
H (0.767, 2.436, 0.077)
H (1.817, 1.357, 0.669)
H (1.319, -1.117, 0.104)
H (0.838, -1.278, -1.572)
H (-0.225, -0.953, 1.724)
H (-1.503, 0.154, 1.116)
H (-1.851, -1.562, 1.361)



(7)
# C2H8N2O2

A 2-piece molecular cluster, C2H8N2O2 overall in a non-equilibrium geometry (ωB97M-V/def2-TZVPD, the OMol25 dataset).

ΔE to the lowest compared entry with this formula, charge and spin (kJ/mol): 26.41
LUMO (eV): 0.773
E_tot (eV): -9279.6369
Gap between HOMO and LUMO (eV): 10.58

Cartesian coordinates (Å):
N (1.478, 0.933, -2.192)
C (0.164, 0.727, -1.903)
O (-0.051, -0.458, -1.284)
O (-0.716, 1.506, -2.173)
H (1.747, 1.629, -2.853)
H (2.116, 0.175, -2.036)
C (-0.361, -1.091, 2.004)
N (-0.886, 0.088, 1.261)
H (0.690, -1.196, 1.733)
H (-0.408, -1.005, 3.091)
H (-0.916, -1.973, 1.696)
H (-0.326, -0.252, -0.329)
H (-0.635, 0.927, 1.747)
H (-1.896, -0.010, 1.238)



(8)
# C2H8N2O3

One molecule with the formula C2H8N2O3 in a non-equilibrium geometry (ωB97M-V/def2-TZVPD, the OMol25 dataset).

ΔE to the lowest compared entry with this formula, charge and spin (kJ/mol): 560.27
LUMO (eV): 0.755
E_tot (eV): -11321.1632
Gap between HOMO and LUMO (eV): 10.27

Cartesian coordinates (Å):
C (-0.047, -0.389, 0.012)
C (1.311, -0.370, -0.676)
N (0.010, -0.099, 1.388)
N (-0.632, -1.824, -0.036)
O (-0.496, 1.758, -0.785)
O (-1.047, 0.307, -0.658)
O (-0.911, 2.552, 0.342)
H (-1.693, 2.951, -0.074)
H (-0.940, -0.164, 1.743)
H (0.317, 0.864, 1.510)
H (-0.538, -2.209, -0.973)
H (-0.303, -2.319, 0.787)
H (1.204, -0.624, -1.735)
H (1.749, 0.633, -0.633)
H (2.015, -1.068, -0.213)



(9)
# C2H8N2O4

A 3-piece molecular cluster, C2H8N2O4 overall (ωB97M-V/def2-TZVPD, the OMol25 dataset).

ΔE to the lowest compared entry with this formula, charge and spin (kJ/mol): 0.00
LUMO (eV): 0.680
E_tot (eV): -13375.7377
Gap between HOMO and LUMO (eV): 11.56

Cartesian coordinates (Å):
O (-1.127, -2.541, -1.295)
C (-0.115, -2.426, -0.642)
N (0.317, -1.280, -0.026)
C (-0.299, -0.027, -0.031)
N (-1.402, 0.116, -0.764)
O (0.230, 0.894, 0.602)
H (0.574, -3.261, -0.472)
H (1.204, -1.293, 0.470)
H (-1.826, -0.688, -1.208)
H (-1.919, 0.983, -0.690)
H (-1.270, 3.898, 0.000)
H (-0.617, 2.472, 0.096)
O (-1.234, 3.032, -0.407)
H (3.264, 0.153, 1.295)
H (1.733, 0.284, 1.462)
O (2.487, -0.318, 1.610)



(10)
# C2H8N2O6PS2V

C2H8N2O6PS2V as an isolated structure in a non-equilibrium geometry (ωB97M-V/def2-TZVPD, the OMol25 dataset).

Net charge: +1
2S+1: 2
LUMO (alpha / beta) (eV): -9.217 / -8.886
E_tot (eV): -74098.7997
Gap between HOMO and LUMO (alpha / beta) (eV): 3.51 / 3.85
<S²>: 1.070

Cartesian coordinates (Å):
N (3.516, -0.871, 1.325)
P (2.334, -1.324, 0.255)
S (1.127, 0.416, -0.259)
O (2.128, 1.503, -0.655)
O (0.341, 0.002, -1.442)
N (0.270, 0.715, 1.119)
S (-1.148, 1.616, 0.784)
O (-0.861, 2.959, 0.201)
O (-1.796, 1.837, 2.113)
C (-2.375, 0.699, -0.216)
C (-2.742, -0.699, 0.442)
O (-2.591, -1.782, -0.480)
H (3.378, 0.153, 1.452)
H (1.477, -2.253, 0.938)
H (2.903, -1.923, -0.927)
H (-3.286, 1.342, -0.241)
H (-2.063, 0.558, -1.277)
H (-3.832, -0.642, 0.676)
H (-2.166, -0.886, 1.376)
H (-3.326, -1.742, -1.099)
O (4.648, -0.356, -2.663)
V (4.064, 0.677, -1.420)



(11)
# C2H8N2P2

A 2-piece molecular cluster, C2H8N2P2 overall in a non-equilibrium geometry (ωB97M-V/def2-TZVPD, the OMol25 dataset).

ΔE to the lowest compared entry with this formula, charge and spin (kJ/mol): 354.53
LUMO (eV): 0.557
E_tot (eV): -23756.4714
Gap between HOMO and LUMO (eV): 8.31

Cartesian coordinates (Å):
C (2.943, -1.407, -0.353)
C (-1.880, -0.318, 1.783)
N (-1.754, 0.464, 0.785)
N (-0.805, 0.301, -0.049)
P (2.762, 0.218, -0.579)
P (-0.527, 1.461, -1.198)
H (3.147, -1.809, 0.600)
H (2.803, -2.200, -1.175)
H (-2.676, -0.164, 2.540)
H (-1.215, -1.201, 1.774)
H (-2.396, 1.380, 0.857)
H (2.648, 0.124, -1.934)
H (-1.423, 0.873, -2.156)
H (-1.626, 2.277, -0.894)



(12)
# C2H8N2PS

A 2-piece molecular cluster, C2H8N2PS overall in a non-equilibrium geometry (ωB97M-V/def2-TZVPD, the OMol25 dataset).

Net charge: +1
ΔE to the lowest compared entry with this formula, charge and spin (kJ/mol): 223.24
LUMO (eV): -4.276
E_tot (eV): -25299.0652
Gap between HOMO and LUMO (eV): 9.48

Cartesian coordinates (Å):
C (-0.224, 0.420, 3.060)
C (0.471, 0.672, 0.397)
N (-0.490, -1.400, -2.010)
N (0.485, 0.946, -0.878)
P (-0.101, -0.799, -3.373)
S (0.858, 1.406, 1.862)
H (-0.718, -0.218, 2.355)
H (-0.772, 1.312, 3.363)
H (0.609, -0.028, 3.707)
H (0.047, -0.279, 0.413)
H (0.764, 1.876, -1.174)
H (-0.819, -2.332, -1.832)
H (0.088, 0.288, -1.473)
H (-0.197, -1.863, -4.416)